{"formula": "C4H10N2OS", "method": "the ωB97M-V functional and the def2-TZVPD basis", "elements": ["C", "N", "C", "N", "O", "C", "C", "S", "H", "H", "H", "H", "H", "H", "H", "H", "H", "H"], "positions_angstrom": [[-0.734, 0.384, -0.620], [-1.601, -0.313, 0.250], [-1.636, -0.304, 1.680], [-1.566, 0.915, 2.240], [-1.858, -1.348, 2.237], [0.576, -0.502, -0.920], [1.885, 0.280, -0.956], [3.054, -0.568, -2.107], [-1.093, 0.485, -1.671], [-0.522, 1.438, -0.438], [-2.070, -1.118, -0.161], [-1.829, 0.960, 3.212], [-1.699, 1.752, 1.695], [0.524, -1.202, -0.048], [0.448, -1.246, -1.706], [1.794, 1.290, -1.368], [2.457, 0.299, -0.034], [3.868, -1.202, -1.283]], "e_above_lowest_kcal_mol": 16.38, "charge": 1, "multiplicity": 2, "total_energy_ev": -20164.1233, "e_homo_ev": [-13.85, -12.80], "orbital_gap_ev": [10.90, 4.14]}

---

{"formula": "C4H10N2ReS3", "method": "the ωB97M-V functional and the def2-TZVPD basis", "elements": ["Re", "S", "C", "S", "S", "N", "C", "C", "C", "N", "H", "H", "H", "H", "H", "H", "H", "H", "H", "H"], "positions_angstrom": [[-0.296, -0.111, -0.158], [-4.086, 1.545, -1.841], [-2.786, 0.948, -1.308], [-1.334, 1.773, -0.566], [-2.225, -0.773, -1.041], [0.525, -0.478, 1.809], [1.925, 0.058, 2.106], [2.939, -0.418, 1.091], [2.850, 0.237, -0.270], [1.644, -0.263, -1.063], [-0.117, -0.132, 2.522], [0.529, -1.491, 1.967], [2.178, -0.274, 3.109], [1.853, 1.144, 2.123], [2.900, -1.512, 0.994], [3.930, -0.204, 1.493], [3.730, 0.028, -0.871], [2.752, 1.319, -0.190], [1.806, -1.244, -1.314], [1.620, 0.214, -1.965]], "e_above_lowest_kcal_mol": 0.00, "charge": 2, "multiplicity": 2, "total_energy_ev": -41908.1498, "e_homo_ev": [-16.38, -16.41], "orbital_gap_ev": [5.88, 6.62]}

---

{"formula": "C4H10N2S", "method": "the ωB97M-V functional and the def2-TZVPD basis", "elements": ["C", "C", "C", "C", "H", "H", "H", "H", "H", "H", "H", "H", "H", "H", "N", "N", "S"], "positions_angstrom": [[1.187, -1.252, -1.172], [0.957, -1.156, 1.284], [1.183, 1.994, -0.041], [-0.981, 0.901, 0.013], [1.860, -2.086, -0.915], [0.240, -1.789, -1.474], [1.596, -0.703, -2.056], [1.900, -1.722, 1.399], [0.764, -0.505, 2.139], [0.243, -1.981, 1.254], [0.583, 2.871, 0.232], [1.703, 2.079, -0.999], [1.984, 1.951, 0.731], [-1.320, 1.947, 0.093], [1.027, -0.435, 0.018], [0.356, 0.764, 0.002], [-2.082, -0.330, -0.065]], "smiles": "CN(C)N(C)C=S", "e_above_lowest_kcal_mol": 40.29, "multiplicity": 1, "total_energy_ev": -18123.8376, "e_homo_ev": -8.17, "orbital_gap_ev": 8.96}

---

{"formula": "C4H10N2S", "method": "the ωB97M-V functional and the def2-TZVPD basis", "elements": ["C", "C", "C", "C", "H", "H", "H", "H", "H", "H", "H", "H", "H", "H", "N", "N", "S"], "positions_angstrom": [[1.736, 0.999, 0.397], [1.243, -1.332, -0.258], [-0.528, 0.705, -0.127], [-1.677, -0.304, -0.293], [2.184, 1.580, -0.458], [2.509, 0.306, 0.750], [1.175, 1.650, 1.028], [1.166, -1.466, -1.309], [2.262, -1.624, 0.193], [0.618, -2.139, -0.023], [-1.416, 2.289, -0.638], [-1.298, -0.523, -1.482], [-1.347, -1.158, 0.272], [-3.438, -1.042, 1.897], [0.722, -0.006, 0.284], [-0.555, 1.967, -0.327], [-3.355, 0.099, 0.094]], "e_above_lowest_kcal_mol": 127.22, "multiplicity": 1, "total_energy_ev": -18120.0680, "e_homo_ev": -8.85, "orbital_gap_ev": 7.11}

---

{"formula": "C4H10N2S", "method": "the ωB97M-V functional and the def2-TZVPD basis", "elements": ["C", "C", "C", "C", "H", "H", "H", "H", "H", "H", "H", "H", "H", "H", "N", "N", "S"], "positions_angstrom": [[0.738, 0.611, -0.751], [0.245, -0.150, 0.135], [-1.226, -0.590, -0.211], [0.417, 0.126, 1.509], [-1.102, 1.319, -1.434], [0.464, 2.087, -2.407], [1.264, 0.001, -1.650], [1.679, 1.101, -0.323], [-1.723, 0.358, -0.191], [-1.369, -1.112, -1.239], [-1.337, -2.627, 1.023], [-0.181, -0.202, 2.391], [1.056, 0.817, 2.026], [2.105, -0.744, 0.648], [0.013, 1.637, -1.318], [1.169, -0.991, 0.843], [-2.213, -1.642, 0.949]], "smiles": "NC[C@]1(CS)CN1", "e_above_lowest_kcal_mol": 117.29, "multiplicity": 1, "total_energy_ev": -18120.4985, "e_homo_ev": -8.76, "orbital_gap_ev": 9.45}

---

{"formula": "C4H10N2S", "method": "the ωB97M-V functional and the def2-TZVPD basis", "elements": ["C", "C", "C", "C", "H", "H", "H", "H", "H", "H", "H", "H", "H", "H", "N", "N", "S"], "positions_angstrom": [[0.324, 0.031, 1.176], [-0.673, 1.167, 0.890], [-0.505, -0.692, 0.116], [0.243, -1.069, -1.325], [1.634, 0.544, -0.139], [2.606, 0.230, 1.344], [0.289, -0.461, 2.042], [-1.002, 1.970, 1.574], [-0.138, 1.695, -0.037], [-2.465, -0.211, 0.221], [-0.879, -1.686, 0.393], [1.522, -1.009, -0.947], [-0.007, -2.058, -2.014], [-1.047, 0.967, -1.562], [1.650, 0.073, 0.665], [-1.557, 0.212, 0.094], [0.004, 0.296, -2.491]], "e_above_lowest_kcal_mol": 114.95, "multiplicity": 1, "total_energy_ev": -18120.6001, "e_homo_ev": -7.97, "orbital_gap_ev": 8.87}

---

{"formula": "C4H10N2S2", "method": "the ωB97M-V functional and the def2-TZVPD basis", "elements": ["C", "C", "C", "C", "H", "H", "H", "H", "H", "H", "H", "H", "H", "H", "N", "N", "S", "S"], "positions_angstrom": [[1.492, -0.623, 2.202], [0.462, 0.437, 1.783], [0.012, 0.267, -0.515], [-2.376, -0.801, -1.513], [2.501, -0.328, 1.978], [1.512, -0.871, 3.253], [1.270, -1.528, 1.611], [0.717, 1.309, 2.405], [-0.513, 0.090, 2.101], [0.242, -0.050, -2.489], [2.105, 1.796, -1.666], [-2.104, -0.923, -2.548], [-3.171, -1.465, -1.246], [-2.768, 0.200, -1.365], [0.643, 0.820, 0.404], [0.082, 0.709, -1.851], [0.969, 2.122, -2.227], [-1.075, -1.162, -0.317]], "smiles": "CC/N=C(/NS)SC", "e_above_lowest_kcal_mol": 21.14, "multiplicity": 1, "total_energy_ev": -28960.0862, "e_homo_ev": -9.13, "orbital_gap_ev": 9.74}

---

{"formula": "C4H10N3", "method": "the ωB97M-V functional and the def2-TZVPD basis", "elements": ["C", "C", "C", "C", "N", "N", "N", "H", "H", "H", "H", "H", "H", "H", "H", "H", "H"], "positions_angstrom": [[-0.928, -0.082, 0.608], [2.849, -0.637, -0.047], [0.845, 1.303, 0.095], [-3.205, -0.362, 0.045], [1.506, -0.997, 0.063], [0.561, -0.131, 0.175], [-1.792, -0.469, -0.236], [3.272, -0.657, 0.966], [3.334, -1.451, -0.590], [3.078, 0.331, -0.497], [1.296, 1.547, -0.870], [-0.079, 1.868, 0.212], [1.527, 1.606, 0.892], [-3.675, -1.334, -0.097], [-3.666, 0.355, -0.636], [-3.348, -0.033, 1.073], [-1.575, -0.858, -1.156]], "e_above_lowest_kcal_mol": 112.16, "charge": 1, "multiplicity": 1, "total_energy_ev": -8769.7353, "e_homo_ev": -14.21, "orbital_gap_ev": 9.07}

---

Table of strongest force on any atom (eV/Å), in record order: 3.0 2.0 1.6 4.4 15.5 8.3 2.2 5.5